[1]
{
  "formula": "C17H35BO21",
  "method": "ωB97M-V/def2-TZVPD",
  "elements": ["O", "C", "O", "O", "C", "O", "B", "O", "O", "H", "H", "H", "H", "H", "C", "O", "C", "O", "O", "C", "H", "H", "H", "H", "H", "H", "C", "O", "C", "O", "O", "C", "H", "H", "H", "H", "H", "H", "C", "O", "C", "O", "O", "C", "H", "H", "H", "H", "H", "H", "C", "O", "C", "O", "O", "C", "H", "H", "H", "H", "H", "H", "C", "O", "C", "O", "O", "C", "H", "H", "H", "H", "H", "H"],
  "xyz": [[7.3697, -0.0294, -4.6112], [6.5225, 0.7279, -5.0942], [6.6627, 2.1241, -4.7993], [5.4651, 0.3735, -5.9440], [5.1846, -1.0494, -5.9178], [3.7397, -1.1934, -6.0984], [3.1373, -0.2078, -5.2108], [3.4921, -0.1270, -3.8080], [2.1929, 0.7173, -5.8237], [6.7550, 2.5214, -5.7021], [5.4296, -1.5673, -4.9402], [5.6570, -1.5254, -6.8370], [3.4130, 0.8154, -3.5275], [2.6070, 1.6099, -5.7329], [-1.7574, 1.9063, -0.0685], [-1.8716, 1.1187, -1.2528], [-1.0266, 1.4737, -2.2325], [-0.2183, 2.3684, -2.1820], [-1.2366, 0.6602, -3.2778], [-0.3981, 0.9265, -4.4024], [-2.4844, 1.5320, 0.6524], [-0.7599, 1.8083, 0.3648], [-1.9868, 2.9533, -0.2783], [0.6500, 0.7915, -4.1405], [-0.5745, 1.9347, -4.7839], [-0.6523, 0.2126, -5.1857], [3.3784, 1.0603, 1.5853], [3.0634, 1.0269, 2.9765], [1.7864, 0.7132, 3.2435], [0.9316, 0.4702, 2.4283], [1.6271, 0.7170, 4.5755], [0.3050, 0.3973, 5.0072], [4.4320, 1.3232, 1.4894], [3.2239, 0.0793, 1.1314], [2.7842, 1.8203, 1.0736], [0.0289, -0.6099, 4.6889], [-0.4112, 1.1310, 4.6314], [0.2921, 0.4299, 6.0966], [-2.7347, -2.6312, 9.6150], [-3.5258, -3.1101, 8.5281], [-3.3123, -2.4703, 7.3684], [-2.5378, -1.5648, 7.1908], [-4.1148, -3.0171, 6.4394], [-3.9958, -2.4314, 5.1424], [-2.9905, -3.2194, 10.4964], [-1.6715, -2.7653, 9.4061], [-2.9584, -1.5828, 9.8218], [-2.9832, -2.5576, 4.7543], [-4.2703, -1.3751, 5.1700], [-4.6876, -2.9510, 4.4786], [-10.0643, -6.4006, 4.4418], [-9.1287, -5.3506, 4.6784], [-8.2178, -5.6284, 5.6257], [-8.1427, -6.6531, 6.2563], [-7.4070, -4.5664, 5.7467], [-6.3787, -4.7205, 6.7280], [-10.7483, -6.0666, 3.6613], [-9.5537, -7.3005, 4.0926], [-10.6438, -6.6108, 5.3430], [-5.7214, -5.5536, 6.4696], [-6.8121, -4.8645, 7.7205], [-5.7854, -3.8028, 6.7383], [3.3092, 4.8315, -9.0180], [4.2268, 5.8993, -8.7853], [5.1362, 5.6455, -7.8333], [5.2262, 4.6268, -7.1925], [5.9280, 6.7218, -7.7176], [6.9515, 6.5926, -6.7320], [2.6239, 5.1479, -9.8043], [3.8361, 3.9374, -9.3574], [2.7285, 4.6193, -8.1179], [7.6240, 5.7689, -6.9803], [6.5162, 6.4505, -5.7407], [7.5267, 7.5184, -6.7270]],
  "forces_ev_per_a": [[-3.216, 1.563, -1.588], [2.638, -0.443, 1.416], [-0.878, -2.284, -2.471], [1.824, 0.444, 2.018], [-1.213, -1.907, -0.672], [0.761, 2.219, 1.951], [-0.266, 0.274, -0.316], [-0.372, 0.836, -2.687], [2.441, -0.560, 1.145], [-0.445, 0.192, 0.974], [0.316, 1.083, -1.228], [-0.492, 0.574, 1.408], [-0.192, -1.096, -0.025], [-0.747, -0.786, -0.138], [0.044, 0.219, 0.434], [0.187, 0.051, -0.359], [-0.159, -0.239, -0.030], [-0.190, -0.227, -0.012], [-0.114, 0.239, 0.392], [0.178, -0.018, -0.243], [0.015, -0.159, -0.267], [-0.067, 0.093, -0.105], [0.162, -0.083, -0.036], [-0.239, 0.156, 0.040], [0.129, -0.039, 0.131], [-0.117, -0.029, 0.258], [0.175, 0.030, -0.418], [-0.337, -0.079, 0.177], [0.164, 0.047, 0.183], [0.195, 0.089, 0.189], [0.162, 0.034, -0.395], [-0.402, -0.105, 0.241], [-0.106, -0.019, 0.287], [-0.139, 0.141, 0.019], [-0.059, -0.187, 0.027], [-0.030, 0.166, -0.091], [0.059, -0.161, -0.095], [0.254, 0.048, -0.138], [0.225, 0.102, 0.430], [-0.067, 0.092, -0.431], [0.018, -0.061, 0.095], [-0.229, -0.266, 0.028], [0.879, 0.495, 0.256], [-0.016, 0.156, -0.516], [-0.151, -0.075, -0.262], [-0.115, 0.151, -0.060], [0.128, -0.069, -0.138], [-0.068, 0.130, 0.127], [0.173, -0.082, 0.047], [-0.017, -0.104, 0.293], [-0.303, -0.254, -0.123], [0.236, 0.018, 0.191], [0.091, 0.203, -0.026], [-0.065, 0.284, -0.215], [-0.406, -0.355, -0.173], [0.235, 0.244, 0.413], [0.214, 0.198, 0.077], [-0.033, 0.043, 0.194], [0.176, -0.088, -0.045], [-0.154, -0.011, 0.092], [-0.006, -0.211, -0.144], [-0.717, -0.523, -0.133], [-0.332, -0.300, -0.147], [0.334, -0.010, 0.317], [-0.032, 0.316, -0.202], [0.027, 0.146, -0.113], [-0.289, -0.318, -0.095], [0.332, 0.050, 0.303], [0.215, 0.201, 0.085], [-0.033, 0.052, 0.185], [0.169, -0.067, -0.047], [-0.154, -0.005, 0.091], [0.040, -0.138, -0.129], [-0.228, -0.020, -0.200]],
  "smiles": "O=C(O)OCOB(O)O.COC(=O)OC.COC(=O)OC.COC(=O)OC.COC(=O)OC.COC(=O)OC",
  "e_tot_ev": -61872.8129,
  "e_lumo_ev": 0.13,
  "homo_lumo_gap_ev": 10.934
}


[2]
{
  "formula": "C3H5NO2S",
  "method": "ωB97M-V/def2-TZVPD",
  "elements": ["N", "C", "C", "O", "O", "C", "S", "H", "H", "H", "H", "H"],
  "xyz": [[0.9773, 0.1199, 2.0905], [0.2311, 0.0843, 0.9273], [0.2156, -0.7648, -0.1648], [0.8757, -1.9409, -0.1623], [-0.3107, -0.4129, -1.3669], [-1.0294, 0.7854, -1.5544], [-0.4936, 1.6667, 0.0157], [1.4733, 1.0049, 2.1466], [0.2279, -0.0824, 2.8509], [0.7808, -2.3976, -0.9643], [-0.8877, 1.3501, -2.5822], [-2.0604, 0.5874, -1.2361]],
  "forces_ev_per_a": [[-2.552, -0.962, 1.295], [-1.323, 0.015, -5.743], [0.981, 1.399, 2.274], [-0.121, 1.121, 1.644], [0.617, -1.964, -1.438], [0.123, 1.002, 2.373], [0.470, 0.798, 0.846], [-0.178, -0.170, 0.599], [2.431, 1.107, -0.963], [-0.382, -0.858, -1.892], [0.022, -1.465, 2.279], [-0.088, -0.022, -1.273]],
  "smiles": "NC1=C(O)OCS1",
  "e_tot_ev": -19609.5781,
  "e_lumo_ev": 0.73,
  "homo_lumo_gap_ev": 8.124
}


[3]
{
  "formula": "BeCl5",
  "method": "ωB97M-V/def2-TZVPD",
  "elements": ["Be", "Cl", "Cl", "Cl", "Cl", "Cl"],
  "xyz": [[0.0844, -0.3764, 0.1657], [-2.8556, -0.4035, -0.0349], [-0.1912, 2.2867, -1.1610], [-0.0429, -1.9255, -2.2956], [0.0385, 0.6179, 2.9763], [2.9669, -0.1991, 0.3494]],
  "forces_ev_per_a": [[-0.147, 0.674, -0.420], [-0.145, -0.188, 0.182], [0.121, 0.013, 0.003], [0.150, -0.211, 0.021], [-0.043, -0.109, 0.235], [0.063, -0.179, -0.021]],
  "e_tot_ev": -63005.1278,
  "s_squared": 0.753,
  "e_lumo_ev": [11.11, 10.62],
  "homo_lumo_gap_ev": [3.385, 6.344],
  "charge": -4,
  "spin_multiplicity": 2
}


[4]
{
  "formula": "C18H15Cl2N4O3Pd",
  "method": "ωB97M-V/def2-TZVPD",
  "elements": ["Pd", "O", "C", "N", "C", "O", "C", "C", "C", "C", "C", "N", "C", "C", "C", "C", "C", "N", "H", "H", "H", "H", "H", "H", "H", "H", "O", "N", "C", "C", "C", "C", "C", "H", "H", "H", "H", "H", "Cl", "C", "Cl", "H", "H"],
  "xyz": [[-0.0238, -0.2033, 0.2206], [-1.4222, 1.4696, 3.5909], [-1.2442, 0.9212, 2.5464], [-0.0026, 0.6475, 1.9605], [1.2457, 0.9795, 2.4978], [1.4391, 1.5609, 3.5214], [2.3627, 0.5026, 1.6004], [3.6829, 0.6710, 1.9528], [4.6640, 0.2395, 1.0701], [4.2857, -0.3290, -0.1364], [2.9400, -0.4687, -0.4271], [2.0021, -0.0666, 0.4353], [-2.3774, 0.4242, 1.6758], [-3.6895, 0.5518, 2.0728], [-4.6875, 0.1118, 1.2128], [-4.3342, -0.4235, -0.0167], [-2.9956, -0.5229, -0.3526], [-2.0416, -0.1154, 0.4884], [3.9093, 1.1312, 2.9056], [5.7111, 0.3495, 1.3186], [5.0204, -0.6674, -0.8530], [2.6021, -0.9005, -1.3579], [-3.8976, 0.9896, 3.0402], [-5.7284, 0.1911, 1.4963], [-5.0833, -0.7650, -0.7169], [-2.6758, -0.9235, -1.3042], [-0.0628, 1.5448, -1.0539], [0.0194, 2.7137, -0.4024], [1.2312, 3.2672, -0.2108], [1.3380, 4.4626, 0.4614], [0.1885, 5.0854, 0.9307], [-1.0499, 4.5012, 0.6956], [-1.1137, 3.3069, 0.0169], [2.0596, 2.7147, -0.6279], [2.3152, 4.8992, 0.6083], [0.2560, 6.0229, 1.4653], [-1.9652, 4.9672, 1.0304], [-2.0247, 2.7831, -0.2304], [0.0061, -1.6487, -1.8419], [-0.0627, -3.2791, -1.0389], [0.0875, -3.1285, 0.7042], [0.7674, -3.8502, -1.4370], [-1.0237, -3.7093, -1.2933]],
  "forces_ev_per_a": [[0.124, -0.088, -0.044], [-0.035, 0.071, 0.027], [-0.014, -0.160, -0.056], [-0.094, 0.056, -0.085], [0.010, -0.142, -0.063], [0.023, 0.076, 0.053], [-0.072, 0.043, -0.009], [-0.009, 0.014, 0.030], [0.026, 0.004, 0.008], [0.012, -0.008, -0.021], [-0.002, 0.008, 0.027], [-0.016, -0.016, 0.038], [0.090, 0.052, -0.001], [0.008, 0.012, 0.017], [-0.007, -0.008, -0.008], [-0.026, 0.001, -0.002], [0.012, -0.002, 0.013], [0.034, 0.009, 0.106], [0.003, -0.002, -0.005], [-0.001, 0.000, 0.000], [-0.003, -0.001, -0.001], [0.008, -0.004, 0.002], [-0.002, -0.002, -0.003], [0.000, -0.001, -0.001], [0.002, 0.001, -0.001], [-0.001, -0.005, 0.002], [-0.005, 0.113, -0.007], [0.004, -0.026, -0.037], [-0.006, 0.012, 0.005], [0.005, -0.008, -0.006], [0.000, 0.009, 0.004], [-0.007, -0.005, -0.003], [0.008, 0.011, 0.002], [0.004, -0.002, -0.002], [-0.001, 0.001, 0.001], [0.000, -0.001, 0.001], [0.001, 0.001, 0.000], [-0.004, 0.001, -0.002], [-0.066, 0.026, 0.096], [0.008, -0.025, -0.013], [-0.008, 0.003, -0.061], [-0.003, -0.007, 0.000], [0.002, -0.006, -0.003]],
  "e_tot_ev": -59520.5615,
  "s_squared": 0.757,
  "e_lumo_ev": [-7.58, -8.83],
  "homo_lumo_gap_ev": [8.325, 7.061],
  "charge": 2,
  "spin_multiplicity": 2
}